1.
80
Properties=species:S:1:pos:R:3:mulliken_charge:R:1 method="wB97M-V/def2-TZVPD" orbital_gap_ev=4.91 lumo_ha=-0.229 charge=+1
N -2.072 1.572 3.525 -0.430
C -1.185 0.423 3.676 0.218
O -0.162 0.526 4.396 -0.466
C -1.379 -0.984 2.946 0.320
C -1.318 -0.895 1.361 -0.478
N 0.059 -0.746 0.804 0.106
C 1.047 0.026 1.315 -0.325
N 2.123 -0.521 2.132 -0.275
N 1.125 1.459 1.035 -0.267
H -2.530 1.506 2.606 0.202
H -2.763 1.556 4.292 0.314
H -0.694 -1.789 3.391 -0.331
H -2.444 -1.333 3.203 0.449
H -1.720 -1.890 0.957 0.212
H -2.040 -0.103 0.944 0.260
H 0.259 -1.253 -0.077 0.300
H 2.605 -1.295 1.652 0.304
H 1.793 -0.788 3.071 0.278
H 0.333 1.977 1.443 0.346
H 1.180 1.558 0.010 0.313
C 4.817 -0.077 0.083 -1.084
C 4.455 0.002 -1.376 0.864
O 3.478 0.630 -1.749 -0.515
C 5.342 -0.720 -2.353 -1.097
H 4.088 0.491 0.664 0.223
H 4.796 -1.118 0.413 0.287
H 5.807 0.352 0.248 0.391
H 5.347 -1.789 -2.130 0.341
H 6.356 -0.319 -2.301 0.360
H 4.960 -0.575 -3.365 0.252
C -5.407 4.475 0.363 -1.116
C -5.108 3.144 0.997 0.855
O -4.288 2.381 0.513 -0.563
C -5.862 2.788 2.251 -1.073
H -4.792 4.597 -0.530 0.301
H -6.458 4.522 0.074 0.337
H -5.171 5.280 1.062 0.335
H -6.934 2.760 2.045 0.377
H -5.647 3.518 3.034 0.318
H -5.546 1.801 2.594 0.240
C 1.629 0.990 -5.994 -1.027
C 1.940 -0.357 -5.398 0.812
O 2.764 -1.095 -5.898 -0.558
C 1.189 -0.755 -4.155 -0.900
H 2.243 1.142 -6.883 0.301
H 0.577 1.034 -6.284 0.349
H 1.857 1.777 -5.272 0.195
H 0.117 -0.789 -4.361 0.440
H 1.398 -0.044 -3.352 0.109
H 1.516 -1.748 -3.838 0.281
C 1.223 -5.348 5.109 -1.230
C 0.955 -3.900 4.805 0.862
O 0.371 -3.563 3.787 -0.613
C 1.434 -2.881 5.804 -0.952
H 0.822 -5.967 4.304 0.308
H 2.298 -5.520 5.181 0.341
H 0.732 -5.628 6.043 0.350
H 2.519 -2.943 5.907 0.338
H 0.953 -3.052 6.769 0.365
H 1.172 -1.879 5.456 0.126
C -4.621 -3.961 -0.640 -0.881
C -5.016 -4.628 0.652 0.828
O -6.175 -4.676 1.008 -0.538
C -3.915 -5.232 1.486 -0.861
H -5.513 -3.572 -1.134 0.298
H -3.943 -3.129 -0.436 0.122
H -4.143 -4.687 -1.301 0.325
H -3.205 -4.458 1.783 0.100
H -3.406 -6.014 0.918 0.322
H -4.345 -5.676 2.385 0.297
C 2.288 6.439 -4.373 -1.056
C 2.640 5.444 -5.447 0.840
O 1.906 5.253 -6.396 -0.552
C 3.939 4.695 -5.299 -1.013
H 1.329 6.902 -4.610 0.300
H 2.204 5.932 -3.409 0.284
H 3.051 7.219 -4.324 0.329
H 3.927 4.111 -4.376 0.224
H 4.774 5.398 -5.292 0.398
H 4.061 4.014 -6.144 0.254

2.
21
Properties=species:S:1:pos:R:3:nbo_charge:R:1 method="wB97M-V/def2-TZVPD" orbital_gap_ev=11.31 lumo_ha=0.037 charge=0 smiles=CCCCCCO
C -3.423 0.094 0.488 -0.605
C -2.149 0.104 -0.359 -0.391
C -0.863 0.232 0.459 -0.386
C 0.389 0.115 -0.409 -0.390
C 1.689 0.013 0.386 -0.411
C 2.882 -0.262 -0.513 -0.050
O 4.035 -0.380 0.297 -0.720
H -4.249 -0.386 -0.046 0.209
H -3.743 1.107 0.753 0.204
H -3.273 -0.458 1.423 0.201
H -2.090 -0.826 -0.941 0.192
H -2.199 0.918 -1.094 0.195
H -0.854 1.184 1.010 0.196
H -0.848 -0.563 1.220 0.192
H 0.440 0.970 -1.098 0.195
H 0.290 -0.781 -1.041 0.191
H 1.874 0.935 0.952 0.204
H 1.618 -0.800 1.120 0.203
H 2.700 -1.189 -1.083 0.151
H 2.991 0.555 -1.246 0.152
H 4.783 -0.581 -0.277 0.467

3.
104
Properties=species:S:1:pos:R:3:mulliken_charge:R:1 method="wB97M-V/def2-TZVPD" orbital_gap_ev=9.63 lumo_ha=0.018 charge=0 smiles="COC(=O)OC.COC(=O)OC.CC(C)=O.CC(C)=O.CC(C)=O.CC(C)=O.CC(C)=O.CC(C)=O.CC(C)=O.CC(C)=O"
C 25.599 -21.018 -16.663 0.687
O 25.655 -21.767 -17.861 -0.178
C 26.753 -22.485 -18.076 0.735
O 27.740 -22.494 -17.378 -0.540
O 26.570 -23.197 -19.185 -0.163
C 27.611 -24.092 -19.498 -0.237
H 24.681 -20.437 -16.622 -0.313
H 26.409 -20.308 -16.519 -0.010
H 25.590 -21.707 -15.814 -0.325
H 27.490 -24.513 -20.494 0.179
H 27.854 -24.858 -18.762 0.233
H 28.556 -23.545 -19.615 -0.068
C 30.507 -17.456 -22.001 -0.668
O 29.643 -17.471 -20.872 -0.372
C 29.949 -18.299 -19.881 0.859
O 31.059 -18.619 -19.565 -0.597
O 28.825 -18.683 -19.314 -0.310
C 28.911 -19.457 -18.131 -0.424
H 30.208 -16.666 -22.680 0.282
H 30.299 -18.376 -22.569 0.263
H 31.564 -17.496 -21.748 0.295
H 28.859 -20.521 -18.353 0.120
H 28.138 -19.128 -17.449 0.207
H 29.871 -19.362 -17.616 0.354
C 27.149 -27.907 -21.458 -0.923
C 25.857 -27.496 -22.129 0.783
C 24.878 -28.592 -22.470 -1.105
O 25.566 -26.336 -22.284 -0.511
H 27.738 -26.995 -21.351 0.177
H 27.691 -28.682 -21.990 0.383
H 26.923 -28.170 -20.422 0.272
H 25.416 -29.433 -22.919 0.344
H 24.176 -28.288 -23.245 0.319
H 24.332 -28.923 -21.588 0.274
C 22.495 -20.319 -19.192 -0.396
C 21.277 -19.469 -19.111 0.724
C 19.938 -20.146 -19.004 -1.108
O 21.335 -18.258 -19.109 -0.590
H 22.528 -20.960 -18.307 -0.329
H 23.410 -19.742 -19.292 0.320
H 22.427 -21.026 -20.022 0.471
H 19.751 -20.629 -18.048 0.119
H 19.840 -20.906 -19.786 0.406
H 19.175 -19.409 -19.253 0.376
C 21.290 -22.369 -16.072 -0.454
C 21.180 -23.337 -17.231 0.876
C 19.977 -24.253 -17.234 -1.426
O 21.990 -23.331 -18.120 -0.506
H 22.209 -21.792 -16.128 -0.371
H 21.192 -22.905 -15.129 0.591
H 20.447 -21.677 -16.150 0.241
H 19.972 -24.960 -16.404 0.358
H 20.087 -24.843 -18.147 0.366
H 19.021 -23.734 -17.245 0.332
C 25.930 -25.505 -15.751 -0.859
C 26.217 -24.446 -14.708 0.881
C 27.636 -24.179 -14.256 -1.079
O 25.301 -23.836 -14.201 -0.541
H 26.676 -25.399 -16.538 0.051
H 24.901 -25.430 -16.087 0.217
H 26.006 -26.488 -15.279 0.438
H 27.704 -23.192 -13.813 0.262
H 28.283 -24.227 -15.135 0.218
H 27.944 -24.958 -13.559 0.423
C 26.756 -22.240 -22.880 -1.154
C 28.188 -22.192 -22.461 0.649
C 28.551 -21.292 -21.294 -0.283
O 29.071 -22.858 -22.943 -0.586
H 26.117 -22.882 -22.267 0.246
H 26.687 -22.672 -23.880 0.353
H 26.284 -21.257 -22.833 0.366
H 28.663 -20.257 -21.631 0.516
H 29.520 -21.585 -20.904 -0.122
H 27.811 -21.293 -20.493 -0.083
C 20.632 -16.801 -15.772 -1.278
C 21.225 -18.176 -15.619 0.779
C 22.705 -18.350 -15.887 -0.445
O 20.565 -19.119 -15.240 -0.571
H 20.431 -16.489 -16.793 0.259
H 21.279 -16.061 -15.292 0.368
H 19.720 -16.804 -15.170 0.339
H 22.958 -17.898 -16.845 0.494
H 22.863 -19.427 -15.868 -0.510
H 23.252 -17.909 -15.055 0.556
C 34.257 -20.977 -19.127 -1.134
C 33.130 -21.868 -19.587 0.458
C 31.721 -21.466 -19.228 -0.056
O 33.325 -22.886 -20.202 -0.573
H 35.161 -21.236 -19.677 0.339
H 34.492 -21.236 -18.091 0.292
H 33.978 -19.931 -19.224 0.312
H 31.401 -20.556 -19.740 -0.131
H 31.640 -21.357 -18.145 0.412
H 31.057 -22.258 -19.568 0.124
C 23.643 -21.097 -13.409 -0.347
C 24.227 -19.740 -13.089 0.849
C 23.868 -19.069 -11.803 -1.387
O 24.970 -19.208 -13.881 -0.519
H 23.865 -21.336 -14.442 -0.499
H 22.577 -21.024 -13.189 0.388
H 24.130 -21.812 -12.744 0.536
H 24.595 -18.277 -11.609 0.363
H 23.855 -19.726 -10.934 0.383
H 22.910 -18.545 -11.859 0.269

4.
75
Properties=species:S:1:pos:R:3:mulliken_charge:R:1 method="wB97M-V/def2-TZVPD" orbital_gap_ev="7.17 / 5.29" spin_multiplicity=2 lumo_ha="-0.015 / -0.092" charge=0
Tl -0.059 0.517 0.736 1.097
C 3.279 1.885 5.338 -0.867
S 3.160 3.087 3.996 0.023
C 1.734 2.576 3.117 0.291
S 0.874 1.154 3.485 -0.246
N 1.506 3.398 2.115 -1.190
N 0.558 3.110 1.239 0.867
C 0.064 4.051 0.546 -1.144
C -1.033 3.822 -0.413 1.068
C -1.496 4.887 -1.178 -0.774
C -2.564 4.690 -2.035 -0.274
C -3.149 3.436 -2.097 -1.065
C -2.616 2.427 -1.308 0.047
N -1.585 2.607 -0.485 0.164
H 4.150 2.181 5.923 0.354
H 3.423 0.885 4.941 0.256
H 2.383 1.924 5.957 0.308
H 0.409 5.074 0.689 0.321
H -1.016 5.857 -1.088 0.392
H -2.942 5.506 -2.641 0.436
H -4.000 3.236 -2.737 0.437
H -3.036 1.429 -1.345 0.267
F 2.409 0.572 -0.328 -0.447
Sb 4.296 0.801 0.083 2.282
F 4.565 0.876 -1.794 -0.639
F 4.410 -1.079 -0.058 -0.619
F 6.120 0.967 0.436 -0.547
F 3.849 0.648 1.899 -0.574
F 3.976 2.645 0.080 -0.559
C 2.582 -3.669 1.419 -0.680
C 2.112 -3.946 -0.032 -0.750
C 1.533 -2.606 -0.476 -0.085
O 0.999 -2.043 0.735 0.096
C 1.990 -2.287 1.749 -0.098
H 3.668 -3.636 1.488 0.353
H 2.219 -4.430 2.106 0.289
H 1.340 -4.716 -0.049 0.272
H 2.930 -4.261 -0.680 0.382
H 0.730 -2.670 -1.207 0.328
H 2.327 -1.960 -0.867 -0.100
H 1.493 -2.236 2.717 0.383
H 2.759 -1.515 1.707 -0.120
C -0.720 0.228 -5.444 -0.834
N 0.529 0.430 -4.731 0.274
C 1.741 0.842 -5.290 -0.509
C 2.617 0.959 -4.281 -0.430
N 1.935 0.611 -3.125 0.444
C 0.658 0.291 -3.387 -0.395
S -0.563 -0.198 -2.312 -0.229
H -0.519 0.235 -6.512 0.316
H -1.432 1.015 -5.199 0.291
H -1.158 -0.725 -5.157 0.300
H 1.860 1.013 -6.348 0.405
H 3.653 1.258 -4.260 0.444
H 2.310 0.669 -2.178 0.031
C -1.954 -2.337 2.172 -0.113
C -3.234 -3.210 2.343 -0.817
N -4.303 -2.717 1.463 -0.178
C -4.621 -1.329 1.815 -0.771
C -3.350 -0.439 1.667 -0.314
N -2.224 -1.267 1.194 0.129
C -2.578 -1.874 -0.103 -0.061
C -3.842 -2.768 0.070 -0.926
H -1.107 -2.915 1.803 -0.177
H -1.661 -1.872 3.118 0.500
H -3.601 -3.177 3.372 0.258
H -3.035 -4.253 2.093 0.372
H -4.996 -1.311 2.840 0.276
H -5.425 -0.983 1.161 0.362
H -3.066 0.011 2.623 0.495
H -3.505 0.373 0.950 0.021
H -1.717 -2.447 -0.454 0.230
H -2.760 -1.076 -0.824 0.014
H -3.630 -3.808 -0.184 0.331
H -4.655 -2.425 -0.573 0.326

5.
115
Properties=species:S:1:pos:R:3:mulliken_charge:R:1 method="wB97M-V/def2-TZVPD" orbital_gap_ev="7.01 / 6.98" spin_multiplicity=5 lumo_ha="-0.073 / -0.075" charge=+1
Cr -1.183 -1.302 0.643 0.327
C -3.295 -5.431 -0.537 -1.139
Se -2.319 -4.046 0.525 0.419
C -4.014 -3.303 1.235 0.044
C -4.556 -2.146 0.420 -0.781
Se -3.491 -0.501 0.765 0.254
C -3.994 0.422 -0.887 -0.972
H -3.768 -6.127 0.152 0.339
H -2.576 -5.953 -1.161 0.357
H -4.035 -4.935 -1.158 0.319
H -3.822 -2.995 2.263 -0.773
H -4.715 -4.140 1.248 0.657
H -5.591 -1.928 0.707 0.577
H -4.499 -2.347 -0.657 0.390
H -5.064 0.631 -0.885 0.567
H -3.713 -0.189 -1.747 0.176
H -3.429 1.355 -0.896 0.191
Se 2.781 4.969 0.748 -0.329
P 1.787 4.014 -0.820 -0.037
C 0.537 5.086 -1.594 0.618
C -0.819 4.855 -1.403 -0.192
C -1.748 5.736 -1.926 -0.603
C -1.326 6.849 -2.635 -0.596
C 0.028 7.100 -2.795 -0.898
C 0.962 6.232 -2.260 -0.235
C 2.970 3.446 -2.088 0.671
C 3.029 3.882 -3.404 0.333
C 4.052 3.437 -4.223 -0.973
C 5.026 2.587 -3.730 -0.617
C 4.972 2.158 -2.413 -0.734
C 3.949 2.588 -1.595 -0.767
C 0.902 2.533 -0.296 0.366
C 0.319 1.359 -0.815 -0.376
N -0.232 0.742 0.256 1.505
N -0.005 1.455 1.329 -0.695
N 0.668 2.522 1.023 -0.779
P 0.077 0.495 -2.367 1.520
Se -0.980 -1.353 -2.009 -0.591
C -0.842 1.545 -3.533 0.115
C -0.316 2.798 -3.824 0.265
C -1.007 3.651 -4.664 -0.893
C -2.211 3.251 -5.223 -0.927
C -2.708 1.983 -4.967 -0.759
C -2.029 1.127 -4.119 -0.874
C 1.705 0.164 -3.104 0.213
C 2.657 -0.457 -2.301 0.013
C 3.877 -0.820 -2.838 -0.845
C 4.150 -0.571 -4.174 -0.837
C 3.199 0.040 -4.975 -0.768
C 1.973 0.405 -4.446 -0.586
H -1.146 3.994 -0.836 0.348
H -2.802 5.556 -1.776 0.438
H -2.054 7.533 -3.044 0.418
H 0.355 7.978 -3.331 0.425
H 2.019 6.447 -2.338 0.524
H 2.296 4.576 -3.794 0.324
H 4.092 3.766 -5.251 0.444
H 5.840 2.273 -4.366 0.464
H 5.731 1.499 -2.023 0.476
H 3.905 2.297 -0.553 0.469
H 0.632 3.084 -3.388 0.299
H -0.615 4.632 -4.876 0.500
H -2.763 3.924 -5.860 0.431
H -3.629 1.656 -5.427 0.461
H -2.411 0.133 -3.924 0.460
H 2.428 -0.653 -1.259 0.287
H 4.620 -1.302 -2.220 0.585
H 5.103 -0.855 -4.594 0.441
H 3.407 0.220 -6.019 0.463
H 1.227 0.868 -5.077 0.471
C 1.339 -4.099 -1.197 -0.574
N 2.175 -3.647 -0.112 0.269
C 3.556 -4.073 -0.109 -0.381
C 4.055 -4.120 1.326 -0.794
C 3.883 -2.739 1.938 -0.637
N 2.536 -2.251 1.721 0.478
C 2.126 -1.176 2.595 -0.767
C 1.706 -2.739 0.773 0.017
O 0.510 -2.378 0.706 0.165
H 1.539 -5.150 -1.395 0.466
H 1.528 -3.522 -2.107 0.133
H 0.290 -3.986 -0.920 -0.182
H 4.171 -3.389 -0.710 0.014
H 3.601 -5.065 -0.563 0.441
H 5.099 -4.422 1.363 0.409
H 3.460 -4.845 1.885 0.298
H 4.605 -2.029 1.512 0.327
H 4.054 -2.785 3.019 0.359
H 2.175 -1.500 3.637 0.432
H 1.107 -0.869 2.363 -0.184
H 2.789 -0.316 2.474 0.346
O -1.088 -1.205 2.785 0.015
S -2.105 -0.495 3.632 -0.146
C -3.080 -1.868 4.310 0.261
C -4.429 -1.686 4.563 -0.068
C -5.168 -2.747 5.062 -0.721
C -4.558 -3.967 5.303 -0.503
C -3.209 -4.141 5.034 -0.818
C -2.463 -3.088 4.533 0.088
C -1.309 -0.146 5.212 0.624
C -0.122 -0.748 5.579 0.015
C 0.439 -0.438 6.808 -0.805
C -0.196 0.462 7.649 -0.539
C -1.398 1.047 7.278 -0.769
C -1.959 0.747 6.048 -0.348
H -4.897 -0.732 4.372 0.439
H -6.220 -2.616 5.266 0.431
H -5.140 -4.792 5.685 0.414
H -2.735 -5.094 5.212 0.451
H -1.414 -3.206 4.307 0.220
H 0.353 -1.438 4.898 0.000
H 1.367 -0.901 7.110 0.439
H 0.249 0.716 8.599 0.409
H -1.899 1.737 7.939 0.425
H -2.888 1.198 5.731 0.458

6.
15
Properties=species:S:1:pos:R:3:nbo_charge:R:1 method="wB97M-V/def2-TZVPD" orbital_gap_ev=9.28 lumo_ha=0.022 charge=0
C -2.704 -0.149 -0.044 -0.413
N -1.233 0.095 0.091 -0.434
C -0.602 -0.598 1.015 0.272
N 0.732 -0.606 1.085 -0.556
C 1.218 0.101 0.044 0.117
C 2.693 0.159 -0.333 -0.628
C 0.461 0.698 -0.884 -0.056
H -2.940 -0.738 -0.936 0.204
H -3.138 -0.712 0.811 0.201
H -3.262 0.789 -0.103 0.203
H -1.147 -1.214 1.747 0.184
H 3.250 0.421 0.561 0.231
H 2.974 -0.833 -0.698 0.235
H 2.971 0.872 -1.129 0.220
H 0.726 1.714 -1.228 0.220

7.
7
Properties=species:S:1:pos:R:3:nbo_charge:R:1 method="wB97M-V/def2-TZVPD" orbital_gap_ev=9.35 lumo_ha=-0.316 charge=+1
N 0.114 0.674 1.568 -0.641
O 1.568 -0.425 -0.220 -0.693
O 0.945 0.974 -2.310 -0.625
O -0.742 -0.009 -0.696 -0.835
O -1.756 -1.288 1.474 -0.643
S 0.676 0.161 -1.169 2.436
S -0.870 -0.253 1.188 2.002

8.
13
Properties=species:S:1:pos:R:3:nbo_charge:R:1 method="wB97M-V/def2-TZVPD" orbital_gap_ev=8.84 lumo_ha=0.014 charge=0
C 0.200 -0.886 0.580 -0.159
C -1.074 -0.346 0.364 -0.241
C -1.329 0.839 -0.342 -0.205
C -0.103 1.505 -0.692 -0.227
C 1.197 0.976 -0.351 -0.215
C 1.364 -0.259 0.149 -0.240
H -0.910 -2.633 1.913 0.151
H -1.923 -0.996 0.571 0.219
H -2.417 1.133 -1.131 0.249
H 0.158 2.496 -1.449 0.229
H 2.150 1.516 -0.593 0.217
H 2.435 -0.674 0.138 0.235
S 0.252 -2.672 0.843 -0.014

9.
21
Properties=species:S:1:pos:R:3:nbo_charge:R:1 method="wB97M-V/def2-TZVPD" orbital_gap_ev=9.28 lumo_ha=0.013 charge=0 smiles=CSC.O.O.O.O
C -1.689 -0.184 2.185 -0.725
S 0.070 0.347 2.101 0.150
C 0.685 -1.358 1.807 -0.746
H -1.876 -1.024 2.849 0.213
H -1.877 -0.527 1.162 0.204
H -2.411 0.592 2.427 0.228
H 1.562 -1.426 2.450 0.229
H 0.006 -2.154 2.114 0.221
H 0.889 -1.660 0.775 0.226
O -0.546 1.828 -2.679 -0.948
H -0.258 2.036 -1.773 0.479
H -0.998 2.651 -2.888 0.467
O 0.581 -1.115 -2.933 -0.934
H 0.330 -0.459 -3.580 0.487
H -0.283 -1.401 -2.613 0.447
O 1.610 3.498 -0.260 -0.946
H 0.948 3.450 0.468 0.472
H 2.222 2.790 -0.080 0.474
O -0.637 -3.520 -1.221 -0.934
H -0.170 -2.829 -1.718 0.469
H -1.325 -3.083 -0.702 0.466

10.
14
Properties=species:S:1:pos:R:3:nbo_charge:R:1 method="wB97M-V/def2-TZVPD" orbital_gap_ev=8.95 lumo_ha=0.014 charge=0
C -1.887 0.374 -1.345 0.234
C 0.985 0.175 0.208 0.565
N -0.045 -0.402 3.480 -0.016
N 0.333 -0.151 2.487 0.307
N -1.788 -0.801 -1.284 -0.596
N 0.566 0.412 1.460 -0.401
N 1.180 1.303 -0.485 -0.814
N 1.017 -1.099 -0.097 -0.785
S -1.738 -2.262 -0.409 0.203
S -2.233 1.840 -1.800 -0.068
H 1.086 2.218 0.089 0.420
H 1.735 1.533 -1.373 0.433
H -0.556 -1.967 0.129 0.174
H 1.345 -1.173 -1.060 0.344